[1]
The molecule C21H26ClFN2O, computed with ωB97M-V with the def2-TZVPD basis set.

Structure (XYZ):
```
52
Properties=species:S:1:pos:R:3:forces:R:3:nbo_charge:R:1
O -0.496584 3.454300 2.304774 0.456 0.264 0.024 -0.7204
C -1.590446 2.568400 2.361260 -0.259 -0.457 0.183 -0.0546
C -1.201817 1.123949 2.045650 0.112 0.407 -0.275 -0.4693
H -2.082488 0.487423 2.128209 0.012 -0.075 0.116 0.2310
H -0.463398 0.794370 2.781876 -0.022 -0.053 0.101 0.1974
C -0.603356 0.992621 0.628707 -0.242 0.250 0.012 -0.0367
N 0.327200 -0.109317 0.455265 0.017 -0.083 -0.056 -0.4644
C -0.325101 -1.392779 0.619478 -0.074 -0.094 -0.227 -0.2098
C -1.476401 -1.522957 -0.372902 0.182 -0.176 0.275 -0.2344
N -2.402899 -0.425955 -0.179004 -0.019 0.017 0.032 -0.4430
C -1.719480 0.830282 -0.408099 0.211 0.111 0.168 -0.2317
H -1.270757 0.878162 -1.414317 -0.041 0.071 0.054 0.1845
H -2.434401 1.647917 -0.299932 -0.052 0.052 -0.047 0.1955
C -3.662390 -0.572288 -0.888603 -0.049 -0.050 0.076 -0.2264
C -3.541286 -0.619836 -2.395181 -0.014 -0.141 0.100 -0.0985
C -3.430056 0.563605 -3.119734 -0.033 -0.200 -0.101 -0.1626
C -3.243880 0.571374 -4.489525 0.022 -0.063 -0.183 -0.2844
C -3.174908 -0.640584 -5.150778 -0.038 -0.029 0.234 0.4071
C -3.299137 -1.841794 -4.479483 0.042 0.098 -0.180 -0.3009
C -3.479611 -1.817801 -3.105339 0.006 0.420 -0.196 -0.0026
Cl -3.663600 -3.340207 -2.305934 -0.045 -0.294 0.054 0.0087
H -3.257817 -2.773581 -5.020079 0.003 -0.079 -0.050 0.2430
F -2.994947 -0.658379 -6.485027 -0.013 0.000 0.094 -0.3186
H -3.157312 1.493489 -5.041093 0.009 0.083 -0.085 0.2334
H -3.501010 1.503713 -2.594749 0.001 0.107 0.074 0.2182
H -4.134354 -1.488420 -0.525671 -0.056 0.152 -0.027 0.2176
H -4.292945 0.275576 -0.605969 -0.027 -0.066 -0.032 0.2052
H -1.062976 -1.531304 -1.396076 -0.024 -0.052 0.017 0.1720
H -1.999010 -2.464677 -0.196460 0.033 0.024 -0.045 0.2099
H -0.709712 -1.531822 1.643939 0.026 -0.038 -0.019 0.1664
H 0.402598 -2.181920 0.420288 -0.034 -0.030 0.049 0.2009
C 1.564490 0.008990 1.200029 0.066 -0.144 -0.281 -0.2009
H 1.507235 -0.471792 2.191455 0.010 0.105 0.002 0.1698
C 2.737919 -0.603910 0.417445 -0.124 0.184 0.269 -0.4437
C 4.023388 -0.372872 1.155382 0.015 -0.126 -0.078 0.0828
C 4.473473 -1.289450 2.097290 0.000 0.021 -0.015 -0.2486
C 5.636979 -1.058119 2.809409 0.045 -0.048 0.091 -0.2029
C 6.366478 0.097754 2.590476 0.088 0.016 0.055 -0.2274
C 5.925284 1.019623 1.656429 0.061 0.089 0.015 -0.1920
C 4.761153 0.785764 0.946653 -0.026 -0.030 0.002 -0.2529
H 4.420868 1.507172 0.217291 -0.040 0.077 -0.098 0.2091
H 6.490954 1.923042 1.479954 0.045 0.067 -0.017 0.2104
H 7.276164 0.278430 3.143955 0.071 0.013 0.039 0.2120
H 5.976348 -1.782241 3.535981 0.028 -0.055 0.053 0.2114
H 3.908921 -2.195185 2.269963 -0.065 -0.101 0.001 0.2071
H 2.770597 -0.136666 -0.567245 -0.031 -0.039 -0.022 0.2174
H 2.570488 -1.673334 0.284934 0.004 -0.023 -0.073 0.2051
H 1.777155 1.070159 1.353091 -0.015 -0.003 0.064 0.1990
H -0.054825 1.914921 0.402959 -0.074 -0.108 0.002 0.2169
H -2.302831 2.945049 1.624526 -0.053 -0.027 0.057 0.1714
H -2.065913 2.612547 3.352548 -0.039 0.010 -0.178 0.1617
H 0.177956 3.148557 2.921988 -0.055 0.047 -0.026 0.4622
```
Forces are in eV/Å.

Its calculated total energy is -1560.61787 Eh. As for the SMILES: OCC[C@@H]1CN(Cc2ccc(F)cc2Cl)CCN1CCc1ccccc1. The value obtained for the HOMO-LUMO gap is 9.1215 eV.

---

[2]
A structure of composition C21H26ClN5O5S, computed with ωB97M-V with the def2-TZVPD basis set.

Structure (XYZ):
```
59
Properties=species:S:1:pos:R:3:forces:R:3:nbo_charge:R:1
C 5.957002 1.514829 -0.593488 1.124 -1.210 -5.722 -0.7213
C 4.791621 2.116892 -0.201036 -3.979 2.816 1.157 0.3010
C 3.578351 1.622308 -0.198836 -6.670 -3.904 -0.705 -0.4009
C 2.330643 2.197320 0.358603 -2.977 -2.229 -0.346 0.6343
O 1.191654 1.596799 0.392377 4.166 2.203 -0.191 -0.6294
N 2.479762 3.453217 0.828796 -3.390 4.253 2.837 -0.6118
C 3.653077 4.059748 0.929854 5.087 6.227 -4.572 0.7610
O 3.891931 5.337380 1.015198 -1.990 -4.815 1.610 -0.6099
N 4.719936 3.426803 0.183559 3.270 0.331 2.053 -0.5769
H 5.724177 3.794861 0.252464 -2.505 0.324 0.341 0.4279
H 1.687129 4.262182 1.163298 2.216 -3.636 -1.231 0.4781
S 2.938059 -0.021113 -0.917663 11.306 -2.015 5.542 2.3430
O 1.816929 -0.211051 -1.623497 -7.003 0.578 -4.211 -0.8945
O 4.194800 -0.491444 -1.534158 -1.382 0.599 -0.208 -1.0013
N 2.933578 -1.011759 0.469762 -3.884 1.876 1.323 -0.7037
C 1.524825 -1.259781 1.204760 6.670 -6.254 -0.018 -0.1464
H 1.093661 -0.449889 1.041192 -4.228 7.116 -0.978 0.1960
C 0.868561 -2.398495 0.367769 8.556 0.228 -3.659 -0.3629
C -0.402323 -2.455647 0.748349 -11.478 -6.066 6.419 0.6532
O -0.816842 -3.470585 1.634866 2.444 4.587 -4.179 -0.6958
N -1.485821 -1.651971 0.380454 2.087 -0.632 1.813 -0.4128
C -1.376598 -0.350613 -0.163458 2.696 -5.252 -7.297 -0.2362
H -0.453935 -0.446120 -0.982453 -2.491 0.359 1.607 0.2335
C -2.618690 -0.087710 -0.886949 8.067 -4.316 -13.977 -0.1344
N -3.586712 0.379732 -0.345393 1.705 -2.857 17.186 -0.4258
C -4.673441 0.809241 -0.542146 -12.988 4.466 -6.242 0.2095
C -5.128537 0.549328 -1.883497 -7.209 6.998 4.626 -0.2608
C -6.266158 1.480285 -2.368422 -0.621 -4.231 3.333 -0.1831
C -7.225417 1.944012 -1.349896 4.092 -1.271 -4.751 -0.2366
C -6.749885 2.037447 -0.058396 -6.167 2.914 -2.241 -0.2301
C -5.596396 1.619968 0.271620 5.728 -4.005 -0.040 -0.0987
Cl -5.224303 1.784063 1.858746 1.233 1.049 3.665 0.0464
H -7.374566 2.655999 0.588979 0.352 -0.579 0.435 0.2309
H -8.085111 2.301993 -1.829503 -1.494 0.789 0.453 0.2183
H -6.590400 1.179232 -3.379628 0.019 1.026 0.331 0.2041
H -4.472433 0.411574 -2.547414 5.007 -2.205 -5.211 0.1734
C -3.456961 -0.485171 0.992038 -3.639 3.743 9.612 -0.3092
H -2.922847 0.125042 2.159107 -1.050 -0.942 -4.097 0.2134
C -2.807672 -1.790957 0.991795 1.157 -2.800 2.026 -0.3096
H -3.480388 -2.332855 0.376646 -0.070 -1.733 -0.732 0.2029
H -2.642359 -2.445676 2.086818 -0.716 2.326 -3.098 0.3036
H -4.621390 -0.600780 1.803437 3.282 0.027 -3.464 0.2781
H -2.489697 0.671514 -1.695678 1.289 -0.612 -0.571 0.2125
H -2.879803 -1.151922 -1.645874 0.567 2.182 1.816 0.1004
H -1.110508 0.468098 0.249594 1.920 5.094 4.623 0.2074
H 1.027821 -2.111657 -0.776281 -0.805 -0.129 2.378 0.2685
C 1.823883 -3.729560 0.453927 0.282 1.840 2.299 -0.3648
C 3.291809 -3.502266 -0.048170 -10.031 16.324 -4.280 -0.3140
C 3.806999 -2.088433 0.564553 -9.481 -7.168 6.227 -0.1506
H 4.617204 -1.853011 0.291814 11.401 2.926 -4.258 0.1738
H 3.931332 -2.377974 1.679116 -0.205 0.928 -1.162 0.1623
H 3.806388 -4.198625 -0.005577 8.908 -11.618 1.154 0.1478
H 3.326436 -3.042691 -1.248678 -0.541 -2.050 2.794 0.1647
H 1.345723 -4.505427 -0.067918 -0.661 -1.099 -0.588 0.2204
H 1.873414 -4.003957 1.572638 -0.164 0.212 -1.639 0.2153
H 1.703825 -1.410856 2.344625 -0.290 -0.221 -2.181 0.2273
H 6.418317 2.152723 -1.386793 0.171 -0.240 0.754 0.2429
H 5.619619 0.608098 -1.172911 1.018 0.497 1.066 0.3239
H 6.570701 1.377319 0.196930 2.292 -0.750 2.363 0.2456
```
Forces are in eV/Å.

Its calculated total energy is -2323.43433 Eh. The value obtained for the HOMO-LUMO gap is 7.3144 eV. The value obtained for the relative energy (zero: lowest compared OMol25 entry of this formula, charge and spin) is 523.9 kcal/mol.

---

[3]
A structure of composition C21H26CoN3O7Si, computed with ωB97M-V with the def2-TZVPD basis set.

Structure (XYZ):
```
59
Properties=species:S:1:pos:R:3:forces:R:3:nbo_charge:R:1
Co 0.061925 0.334251 0.848613 -0.047 0.083 0.053 1.4469
O 2.995079 2.704984 2.523395 -0.016 0.003 -0.006 -0.7141
C 2.148463 2.274247 1.738019 0.047 -0.013 0.004 0.7904
O 1.480337 1.203946 1.915170 -0.029 0.006 -0.029 -0.8321
C 1.906320 3.101056 0.463820 -0.028 0.016 -0.023 -0.2814
C 2.679197 4.229485 0.345464 0.016 0.016 0.001 -0.1085
C 2.595565 5.087791 -0.754963 -0.012 0.004 0.013 -0.0996
C 1.697805 4.825873 -1.778242 0.029 0.025 0.010 -0.1298
C 0.893349 3.726693 -1.663697 -0.048 -0.005 0.002 -0.1125
C 0.956938 2.768815 -0.580870 0.035 0.002 0.006 0.5256
O 0.254904 1.727597 -0.638225 -0.009 -0.024 0.020 -0.7534
N -0.078956 3.535322 -2.737724 0.009 -0.068 -0.031 0.5353
O 0.300100 3.743552 -3.887498 -0.051 0.012 0.060 -0.4368
O -1.213486 3.217510 -2.449346 0.068 0.029 -0.028 -0.3616
N 3.429076 6.253193 -0.836287 0.064 -0.021 -0.057 0.5334
O 3.318371 6.989456 -1.815659 -0.021 0.000 0.028 -0.4541
O 4.228879 6.473584 0.064048 -0.027 0.011 0.011 -0.4279
H 3.375823 4.432672 1.145782 -0.001 0.004 0.002 0.2681
H 1.624785 5.475206 -2.637024 -0.005 -0.001 -0.002 0.2501
C -4.173781 0.844694 0.850770 0.003 -0.009 0.010 -0.6004
C -3.063179 -0.218382 0.910067 -0.020 0.009 0.037 -0.1623
C -3.581112 -1.422552 1.716615 -0.031 0.007 -0.010 -0.6022
C -2.760787 -0.678960 -0.519036 0.007 0.032 -0.014 -0.6103
C -1.831051 0.351993 1.577643 -0.005 -0.036 -0.045 -0.6806
H -5.078013 0.451185 0.367561 0.005 0.001 0.006 0.1750
H -3.832782 1.716092 0.287411 0.000 -0.005 -0.002 0.2116
H -4.438649 1.175835 1.859150 0.000 -0.001 -0.001 0.1898
H -4.489121 -1.841982 1.261824 0.006 -0.003 0.006 0.1737
H -3.818146 -1.118865 2.740450 -0.007 -0.005 0.002 0.1906
H -2.823725 -2.207315 1.766113 0.009 -0.004 -0.006 0.2230
H -3.661455 -1.069140 -1.009035 0.004 -0.006 -0.002 0.1750
H -1.999791 -1.461017 -0.517343 0.011 -0.019 0.011 0.2194
H -2.378697 0.156966 -1.111385 0.003 0.005 -0.006 0.2173
H -2.105904 0.768675 2.557181 0.026 0.015 -0.004 0.1204
C 2.409105 -0.382293 -1.762772 -0.001 0.010 -0.004 -1.1357
Si 1.352795 -1.850363 -1.273187 -0.031 0.055 -0.036 1.8339
C 2.491410 -3.357614 -1.164881 -0.003 -0.013 0.015 -1.1298
C 0.187116 -2.157289 -2.734372 0.012 -0.003 -0.013 -1.1364
N 0.582257 -1.532532 0.214672 0.011 -0.161 0.026 -1.2628
C 0.105229 -2.524652 1.036430 -0.015 0.035 -0.012 0.2026
C -0.437573 -3.744015 0.573828 0.009 0.012 0.001 -0.2663
C -0.932307 -4.705034 1.443436 -0.005 0.005 -0.004 -0.2279
C -0.925281 -4.499754 2.816470 0.008 0.015 0.002 -0.3113
C -0.403949 -3.299710 3.298216 -0.001 -0.012 -0.015 -0.1962
C 0.098550 -2.342063 2.438878 -0.001 -0.005 0.033 -0.2656
H 3.056885 -0.634852 -2.608211 -0.004 -0.004 0.008 0.2124
H 3.035584 -0.057231 -0.928846 0.010 -0.001 0.008 0.2407
H 1.779963 0.461149 -2.050850 0.012 -0.003 -0.010 0.2485
H 2.971902 -3.549706 -2.129279 -0.002 0.002 -0.001 0.2113
H 1.947854 -4.256573 -0.866736 0.014 -0.004 -0.009 0.2284
H 3.273878 -3.182436 -0.421777 -0.003 0.007 -0.005 0.2283
H 0.748141 -2.199652 -3.674090 -0.008 -0.004 0.004 0.2127
H -0.533730 -1.338884 -2.807985 0.004 0.003 0.001 0.2411
H -0.376258 -3.089035 -2.636122 -0.002 0.004 0.006 0.2143
H -0.497295 -3.915777 -0.494912 0.008 -0.005 -0.003 0.1905
H -1.347920 -5.621524 1.035649 0.003 0.001 0.000 0.1860
H -1.323672 -5.246047 3.493558 0.001 0.001 -0.002 0.1870
H -0.391077 -3.106987 4.365912 -0.001 0.001 -0.002 0.1917
H 0.510084 -1.419565 2.834188 0.001 0.001 -0.004 0.2247
```
Forces are in eV/Å.

Its calculated total energy is -3178.97790 Eh. The value obtained for the HOMO-LUMO gap (spin up / spin down) is 5.6898 / 6.7824 eV. The spin multiplicity is 5. The value obtained for the relative energy (zero: lowest compared OMol25 entry of this formula, charge and spin) is 0.0 kcal/mol. As for the total charge: -2.

---

[4]
A structure of composition C21H26CoN3O8, computed with ωB97M-V with the def2-TZVPD basis set.

Structure (XYZ):
```
59
Properties=species:S:1:pos:R:3:forces:R:3:nbo_charge:R:1
Co 0.568243 -0.665580 0.691195 -0.301 0.381 0.027 1.5791
C 3.980326 0.822009 1.266188 0.020 -1.338 0.372 -0.6394
C 3.468607 -0.571518 1.620320 -0.136 0.544 -0.676 0.0549
C 4.180853 -1.723726 1.236779 -1.299 -0.138 0.684 -0.2510
C 3.630738 -2.985292 1.516646 -0.006 0.632 0.556 -0.1105
C 2.396565 -3.115515 2.176216 0.166 -2.227 -0.118 -0.2534
C 1.732522 -1.993496 2.588923 -1.002 1.559 0.264 -0.2248
C 2.260355 -0.711998 2.299897 0.236 -1.114 0.123 -0.4094
H 3.450065 1.607797 1.782870 -0.222 0.124 0.045 0.2326
H 3.934377 0.978851 0.188705 0.113 0.112 0.050 0.2296
H 4.998983 0.793603 1.614353 0.626 0.562 -0.190 0.2325
H 5.144716 -1.583353 0.790151 0.353 -0.232 -0.283 0.2316
H 4.177219 -3.900457 1.356756 0.221 -0.003 -0.416 0.2201
H 2.029161 -4.181936 2.385996 0.411 1.877 -0.241 0.2388
H 0.754520 -1.913441 3.091734 0.734 -0.945 -0.017 0.2586
H 1.788336 0.128332 2.772781 -0.153 0.541 -0.018 0.2478
C -3.003399 -2.474626 0.381962 1.029 0.143 2.017 -0.4080
N -3.073314 -1.215238 1.152504 -2.298 -1.222 -1.199 -0.3382
C -4.408089 -0.700632 1.168519 -2.303 -0.680 -0.435 -0.4274
C -2.134264 -0.701493 1.819382 2.869 1.156 2.484 0.5721
O -0.952830 -1.192760 1.896802 -0.756 0.584 -0.406 -0.8334
H -1.960957 -2.590994 0.128777 0.009 -0.540 -0.213 0.2250
H -3.636285 -2.362513 -0.432976 -0.754 0.328 -1.822 0.2200
H -3.441178 -3.320724 0.951974 0.661 0.508 0.052 0.2275
H -5.075581 -1.490155 1.604806 0.483 0.808 -0.064 0.2181
H -4.774145 -0.599684 0.136735 0.291 0.085 0.150 0.2230
H -4.604271 0.256694 1.636274 0.575 0.029 0.404 0.2423
H -2.367812 0.191027 2.492182 0.056 -0.933 -1.148 0.1752
O -1.084421 0.376128 -0.606462 -0.061 -1.133 -0.428 -0.7246
C -0.370483 1.373439 -0.460420 0.152 -0.016 1.778 0.7716
O 0.776859 1.253589 0.144225 -0.604 0.398 -0.816 -0.8156
C -1.035071 2.696007 -0.680707 1.943 0.771 0.009 -0.1604
C -0.299761 3.860372 -0.954070 0.784 -1.433 -0.230 -0.1389
C -0.952919 5.034353 -1.153924 0.781 1.684 -0.969 0.0241
C -2.298717 5.180839 -1.004224 -1.397 -1.052 0.759 -0.1594
C -2.985816 3.996729 -0.682074 -0.758 1.099 0.290 0.0224
C -2.388771 2.778801 -0.503652 -0.319 -0.096 -0.401 -0.1060
N -4.477063 4.035764 -0.440025 0.447 1.872 -0.566 0.5367
O -5.024889 3.015307 -0.145377 -0.334 -1.254 0.365 -0.3723
O -5.042957 5.108408 -0.573344 0.604 -0.392 0.028 -0.3520
N -0.122916 6.232283 -1.700557 -0.047 -2.020 1.336 0.5471
O 1.082981 6.046709 -1.654026 -0.689 0.800 -0.399 -0.3668
O -0.738333 7.179183 -2.099863 0.248 0.282 -0.131 -0.3242
H 0.783895 3.826063 -1.085760 -0.387 -0.040 0.101 0.2718
H -2.819902 6.122484 -0.999137 -0.026 0.156 -0.442 0.2885
H -2.974798 1.912992 -0.265144 -0.139 -0.166 0.010 0.2503
C 2.620457 -2.778936 -2.327571 -1.209 1.481 -2.366 -0.4286
C 1.244455 -3.452615 -2.628424 0.347 1.222 0.596 -0.4272
C 0.582318 -3.171573 -1.288128 -1.691 0.192 -0.176 -0.0656
O 1.133214 -1.907833 -0.758255 0.040 -1.037 -1.153 -0.6553
C 2.174123 -1.468606 -1.713532 -0.885 -1.483 0.799 -0.0562
H 3.114811 -2.516647 -3.269750 0.310 -0.441 0.215 0.2384
H 3.227822 -3.367151 -1.691811 0.650 -0.505 0.666 0.2238
H 1.326155 -4.511694 -2.883159 -0.149 0.218 0.142 0.2454
H 0.664764 -2.892792 -3.393083 0.700 -0.464 0.135 0.2192
H 0.735834 -3.981762 -0.612245 0.568 -0.328 0.921 0.1937
H -0.519197 -3.077892 -1.367354 0.584 0.290 -0.072 0.1915
H 2.855720 -0.927937 -1.138353 1.507 0.535 0.982 0.2012
H 1.749133 -0.757176 -2.380247 -0.595 0.257 -0.967 0.1944
```
Forces are in eV/Å.

Its calculated total energy is -2964.38902 Eh. The value obtained for the HOMO-LUMO gap (spin up / spin down) is 9.5711 / 9.4522 eV. The spin multiplicity is 4. As for the total charge: +1.

---

- Number 1 is which compound?
  C21H26ClFN2O

---

- The lowest calculated total energy belongs to which entry?
  C21H26CoN3O7Si